A molecular structure, F2H10N3O6S2Ti in a non-equilibrium geometry. Source: OMol25; level of theory: ωB97M-V with the def2-TZVPD basis set.

Properties
LUMO energy (spin up / spin down): -0.67 / -0.84 eV
HOMO-LUMO gap (spin up / spin down): 4.82 / 9.26 eV
electronic energy: -67132.8196 eV
⟨S²⟩: 3.76

Structure (ORCA input):
```
! wB97M-V def2-TZVPD RIJCOSX def2/J DEFGRID3
* xyz 0 4
H -0.4002 -4.1923 -0.0985
H -2.2368 -2.1144 -2.2345
H -0.3228 -2.9700 -1.2033
O 0.1773 4.1346 0.6831
N -0.4275 1.5502 0.0820
O -2.7672 2.4133 -0.4606
H 1.1813 0.4481 2.5683
O -1.9794 2.4444 1.9336
O -0.5339 3.7423 -1.6808
O -1.2941 -1.9825 -2.0144
H 0.7132 1.0854 1.0814
S -0.0520 3.2099 -0.3983
S -1.7878 1.9685 0.5444
H 2.3869 1.0329 1.6444
N 0.2194 -3.6301 -0.6644
O 1.4390 -1.4940 0.2144
Ti -0.1828 -0.3739 -1.0100
H 0.7806 -4.0914 -1.3660
F -2.3308 0.3937 0.7205
H 1.4098 -0.2181 1.1055
N 1.4519 0.6520 1.6168
H 0.8173 -2.9690 -0.1894
H 2.2364 -1.9693 -0.0901
F 1.5021 2.9295 -0.7840
*
```

---

A molecular structure, F2H12HfO6 in a non-equilibrium geometry. Source: OMol25; level of theory: ωB97M-V with the def2-TZVPD basis set.

Properties
LUMO energy: -12.01 eV
HOMO-LUMO gap: 4.86 eV
electronic energy: -19202.9194 eV

Structure (ORCA input):
```
! wB97M-V def2-TZVPD RIJCOSX def2/J DEFGRID3
* xyz 2 1
Hf -1.6735 1.0062 -1.0649
H -0.2100 -0.0395 3.5193
H 0.2830 -0.4003 2.1205
H 1.0296 -3.1906 -0.2827
O -2.9652 -0.4795 0.4974
F -0.1782 -0.0113 0.2088
F -1.7609 -1.1550 -1.6812
H 0.4570 1.0846 -3.2979
O 3.1562 0.4644 0.3962
O 0.2692 0.8190 -2.3829
H 0.8189 0.0304 -2.2289
H -2.9015 -1.4485 0.4535
O 0.1413 -2.8193 -0.2874
H 2.2509 0.5148 0.7145
O 0.5099 -0.4728 3.0515
O 0.0545 2.6148 -0.3859
H 0.9414 2.7538 -0.7546
H 0.0525 3.1035 0.4520
H 0.2320 -1.9653 0.1417
H -3.6235 -0.2976 1.1839
H 3.1164 -0.1118 -0.3727
*
```

---

A molecular structure, F2H2N2 in a non-equilibrium geometry. Source: OMol25; level of theory: ωB97M-V with the def2-TZVPD basis set.

Properties
LUMO energy: 0.43 eV
HOMO-LUMO gap: 11.21 eV
electronic energy: -8441.3796 eV
relative energy (zero: lowest compared OMol25 entry of this formula, charge and spin): 77.4 kcal/mol

Structure (ORCA input):
```
! wB97M-V def2-TZVPD RIJCOSX def2/J DEFGRID3
* xyz 0 1
N 0.8512 0.6489 -0.0649
F -0.0360 1.3399 0.8076
H 1.2566 -0.1720 0.4735
N -0.3336 -0.6478 -0.6790
H -1.0106 0.0468 -0.9865
F -0.7274 -1.2158 0.4493
*
```

---

2 unconnected molecules or ions with the total composition F2H2N2O2S in a non-equilibrium geometry. Source: OMol25; level of theory: ωB97M-V with the def2-TZVPD basis set.

Properties
LUMO energy (spin up / spin down): -1.18 / -1.46 eV
HOMO-LUMO gap (spin up / spin down): 8.12 / 9.83 eV
electronic energy: -23371.1139 eV
relative energy (zero: lowest compared OMol25 entry of this formula, charge and spin): 48.1 kcal/mol

Structure (ORCA input):
```
! wB97M-V def2-TZVPD RIJCOSX def2/J DEFGRID3
* xyz 0 1
H -1.2830 0.9133 1.0384
O -1.1563 -0.6906 -1.5873
H -1.2841 -0.4975 1.9409
F 1.2389 1.6368 -1.6176
N -1.0627 -0.1237 1.0132
F 2.0328 1.2283 0.3837
S -0.4637 -0.9329 -0.3654
O 0.0377 -2.2460 0.0875
N 1.9405 0.7122 -0.8934
*
```

---

A single F2H2NOP molecule in a non-equilibrium geometry. Source: OMol25; level of theory: ωB97M-V with the def2-TZVPD basis set.

Properties
LUMO energy: 0.46 eV
SMILES: N=P(O)(F)F
HOMO-LUMO gap: 10.80 eV
electronic energy: -18296.3681 eV
relative energy (zero: lowest compared OMol25 entry of this formula, charge and spin): 21.9 kcal/mol

Structure (ORCA input):
```
! wB97M-V def2-TZVPD RIJCOSX def2/J DEFGRID3
* xyz 0 1
N -1.0788 0.8106 0.2343
F 1.2399 0.3240 1.2123
F 1.3702 0.3189 -1.1807
O 0.1679 -1.4432 -0.0048
H -1.3938 1.8179 0.1204
P 0.2728 0.0950 0.0028
H -0.5782 -1.9232 -0.3843
*
```

---

A single F2H2O2Si molecule in a non-equilibrium geometry. Source: OMol25; level of theory: ωB97M-V with the def2-TZVPD basis set.

Properties
LUMO energy: 0.22 eV
SMILES: O[Si](O)(F)F
HOMO-LUMO gap: 13.00 eV
electronic energy: -17446.3550 eV
relative energy (zero: lowest compared OMol25 entry of this formula, charge and spin): 9.0 kcal/mol

Structure (ORCA input):
```
! wB97M-V def2-TZVPD RIJCOSX def2/J DEFGRID3
* xyz 0 1
H 0.5606 2.0895 -0.5644
Si 0.9309 0.0100 -0.0411
H 0.6637 -1.9903 0.3458
F 1.8569 0.2174 1.2596
F 2.0083 -0.2433 -1.1889
O 0.0417 -1.3191 0.0804
O 0.0324 1.3364 -0.0659
*
```